# 1
Entry from the Open Molecules 2025 dataset: C22H35Cl2GaN4O3 as an isolated structure at a distorted geometry (ωB97M-V/def2-TZVPD).

Output
Kohn-Sham gap (spin up / spin down) = 2.48 / 2.48 eV
LUMO (spin up / spin down) = -0.2130 / -0.2132 eV
relative energy (zero: lowest compared OMol25 entry of this formula, charge and spin) = 4.232 eV
calculated total energy = -112903.6777 eV
HOMO (spin up / spin down) = -2.7 / -2.7 eV
2S+1 = 1

Geometry as XYZ:
```
67
Properties=species:S:1:pos:R:3:forces:R:3
H 1.5499 2.3049 -6.5606 0.047 0.145 0.260
H -0.0594 -5.3977 1.9835 -0.065 0.208 0.012
H -4.2221 -0.1661 -0.4667 -0.105 -0.076 -0.059
H 1.8479 -2.6381 -0.2606 -0.101 -0.062 0.128
C -2.9869 -1.3461 -1.7821 0.802 0.315 -0.839
C -0.4227 -4.6073 1.3138 -0.006 -0.219 -0.056
H 1.7112 -5.9597 0.3599 -0.002 0.282 -0.188
H 4.2179 -1.9289 1.0464 -0.060 0.241 0.087
C 2.2564 3.8513 -5.2029 0.674 0.600 -0.266
H -0.8279 -3.7756 1.8924 0.109 -0.138 -0.130
H -2.7565 -1.5900 3.5535 0.229 0.038 -0.085
Cl -0.1406 4.1379 1.3451 -0.119 0.260 0.448
N 0.6649 -4.1379 0.4782 0.103 -0.108 -0.002
C 1.0549 -2.8490 0.4812 -0.284 0.942 0.701
H -2.5932 -2.2775 -1.3993 0.014 -0.230 -0.225
H -3.7850 0.7517 -3.3507 0.412 -0.165 0.101
H 1.8316 2.1317 4.7207 -0.252 -0.091 -0.183
C -2.6928 0.7065 -3.1843 0.063 0.037 0.054
H -2.1961 0.9941 -4.1166 0.006 -0.026 0.319
Ga 0.1598 2.0939 0.7510 0.401 0.427 -2.813
C 1.1948 1.8508 3.8708 -0.290 0.312 0.694
C -1.9971 -0.8119 3.4166 -0.195 0.022 0.055
H -2.4371 1.4392 -2.4002 -0.024 -0.103 -0.413
C 2.0253 1.2028 2.8428 0.690 -0.783 -1.479
H 0.4936 0.9603 -4.7370 0.210 0.259 -0.010
H -4.3583 1.6203 3.1925 -0.076 -0.129 0.155
H 5.0966 -0.5606 0.3548 -0.045 -0.020 0.150
H 2.7208 4.4326 -6.0030 -0.107 -0.101 0.264
C 1.6087 2.6465 -5.5236 -0.489 -0.523 0.727
C 0.4114 1.5061 -2.2177 1.265 -0.294 -5.448
C 3.5469 -0.0092 1.7115 -0.868 0.606 0.764
C 1.3814 -5.1398 -0.2975 -0.143 0.087 -0.126
H 5.3489 -1.0188 2.0556 -0.029 -0.026 -0.208
O 0.4030 1.8353 -0.9849 -0.025 1.152 6.337
C 3.1485 0.3771 2.9946 -0.144 -0.034 -0.123
H -1.5419 -0.6155 4.4005 -0.078 0.022 -0.322
H -5.0062 -0.4988 -2.0011 0.363 -0.080 -0.009
H 2.2535 -4.6620 -0.7643 -0.262 -0.282 0.082
H 3.5801 0.0640 3.9319 0.088 0.046 -0.095
H 1.7848 3.8893 -1.8067 0.034 -0.088 -0.352
H -2.7505 2.1123 1.7782 0.082 -0.163 0.107
H 0.7338 -5.5674 -1.0796 0.224 0.143 0.191
O -1.0739 0.9100 1.4838 -2.145 0.037 1.364
C -3.8690 0.7963 3.7145 -0.171 -0.035 0.031
O 0.6098 -1.9587 1.2140 0.294 -0.906 -0.672
H -1.2345 -1.1309 2.7021 -0.133 0.131 0.048
N 2.7130 0.5921 0.8648 -0.737 0.240 0.041
C -4.3287 -0.9303 -1.2514 -0.157 0.495 0.450
Cl -1.0032 -1.4534 -3.5696 0.413 -0.227 0.074
H 0.6980 2.7594 3.5100 0.164 -0.217 -0.003
C -2.1985 1.2047 2.0451 1.695 -1.066 -0.588
H 0.4246 1.1575 4.2355 0.157 0.121 -0.040
C 2.3570 4.2818 -3.8694 -0.419 -0.401 -0.148
H -1.2071 -5.0525 0.6871 0.075 0.174 0.107
H -4.8728 -1.7703 -0.8030 0.290 0.058 -0.083
C 1.7593 3.5489 -2.8463 0.077 0.181 -0.237
H -0.0004 0.5556 -2.5365 0.005 0.164 0.223
H -3.5834 1.1225 4.7233 0.011 -0.068 -0.228
C -2.2630 -0.6639 -2.7019 -2.202 -0.206 0.583
C 1.0241 1.8916 -4.5163 0.442 0.549 -1.387
H -4.5482 -0.0550 3.8050 -0.032 0.190 -0.054
H 2.7304 0.5352 -0.1488 -0.425 0.200 -0.012
N 1.7526 1.3044 1.5210 1.080 -0.221 0.930
H 2.8894 5.2095 -3.6383 -0.170 -0.254 -0.081
C 4.6033 -0.9240 1.2618 0.731 -0.412 -0.133
N -2.7043 0.3867 2.9470 0.227 0.471 0.104
C 1.0732 2.3323 -3.1698 -1.116 -1.401 1.507
```
Positions in Å, forces in eV/Å.


# 2
Entry from the Open Molecules 2025 dataset: a 4-piece molecular cluster, C17H39NO8 overall at a distorted geometry (ωB97M-V/def2-TZVPD).

Output
Kohn-Sham gap = 10.08 eV
LUMO = 0.4028 eV
SMILES = O=C(O)CCCN(O)C(=O)O.CCOCC.CCOCC.CCOCC
relative energy (zero: lowest compared OMol25 entry of this formula, charge and spin) = 0.351 eV
calculated total energy = -36128.1740 eV
HOMO = -9.7 eV
2S+1 = 1

Geometry as XYZ:
```
65
Properties=species:S:1:pos:R:3:forces:R:3
H 4.7049 2.7893 1.2207 -0.028 -0.035 0.034
O 4.6880 1.7652 -1.3839 0.061 0.152 -0.219
H -4.0914 2.0894 2.6783 0.075 -0.022 -0.019
H -2.2672 5.2505 0.8394 0.014 0.004 -0.007
C -1.2431 -1.3820 -0.1289 0.342 -0.716 0.279
H -3.2687 -1.7479 -0.6673 -0.352 -0.011 -0.189
C 0.2635 -4.2010 -2.5005 0.077 -0.015 0.081
C 5.8125 1.1955 -0.7429 0.040 -0.118 0.134
H -1.0684 -0.3152 -0.1052 -0.156 0.412 -0.117
O 0.9188 -0.1535 1.5723 -0.047 0.107 0.567
H 4.3223 4.0656 0.0662 -0.010 0.014 -0.002
C -3.1977 5.0963 0.2915 -0.004 -0.019 0.100
H -5.9588 3.4874 0.6892 -0.018 0.048 0.055
H -1.1030 -1.6840 -1.1569 -0.332 0.181 0.050
H 2.5947 -4.4928 -1.1592 -0.023 0.021 -0.060
H 6.3566 1.9471 -0.1591 -0.065 0.055 0.029
H 2.8464 2.5227 -1.2050 0.037 0.016 -0.074
H 3.2743 -3.4376 -3.3771 0.021 -0.070 0.005
H -4.4767 -2.6424 2.5426 -0.024 -0.443 0.089
N -3.2866 -0.5925 1.0324 -0.069 -0.231 0.030
H 3.3844 -3.1707 -0.3238 -0.068 0.051 0.052
C 3.6121 2.1209 -0.5407 -0.263 -0.112 0.108
H -5.8275 1.7461 0.9384 -0.006 -0.017 0.018
O -5.5492 -0.8871 0.8262 1.031 -0.379 0.579
H -6.4190 2.7928 2.2402 0.006 -0.018 0.029
C -4.5540 -1.0641 1.4861 -1.193 0.591 -0.633
H 3.0548 3.3909 1.1038 -0.023 -0.005 -0.012
H -4.2499 3.4923 -0.7090 -0.027 0.027 0.027
O -4.5621 -1.7010 2.6912 0.034 0.505 -0.025
C 2.8526 -3.4310 -1.2387 0.313 -0.165 -0.020
H -0.4346 -4.2339 -3.3370 -0.020 0.026 0.000
H 1.2974 -2.4566 -3.2552 0.034 -0.049 0.027
O -2.4709 -0.3205 2.1591 0.130 -0.688 0.177
H 0.4016 0.2669 0.8853 0.062 0.032 -0.520
H 1.0531 -4.9258 -2.7004 -0.010 0.012 -0.044
O 0.5498 -1.8561 2.9662 0.089 0.744 -1.433
H -0.6679 -3.0204 1.1329 -0.121 -0.340 0.298
H 6.4734 0.8909 -1.5543 -0.001 -0.018 -0.012
H 4.6622 -3.7848 -2.3499 -0.002 0.000 0.039
H -2.5024 3.3674 -0.7689 0.019 -0.046 0.006
C 0.4087 -1.3802 1.8548 0.091 -1.157 1.523
C 0.8095 -2.7931 -2.3341 -0.043 -0.049 -0.484
H 3.1884 1.2167 -0.0882 -0.029 0.065 0.101
C -0.1998 -2.1465 0.7131 -0.812 0.712 0.294
O -3.2877 2.7251 0.9542 0.248 -0.137 0.117
H -2.7691 -2.6386 0.7604 0.201 -0.256 0.143
C -2.6800 -1.6882 0.2364 -0.212 0.764 0.012
H -4.0195 5.4214 0.9300 -0.038 0.010 -0.045
H 4.0426 -2.1300 -2.4802 0.023 0.004 0.004
H 0.6002 -2.4813 0.0645 0.040 0.162 0.402
H -4.1719 3.8292 2.4698 -0.015 0.021 -0.034
H 4.9524 -0.7629 -0.4445 0.001 -0.027 -0.007
C 5.4712 0.0023 0.1352 0.004 -0.003 -0.019
C 3.9467 3.1501 0.5250 0.154 0.001 -0.061
H -0.2594 -4.5178 -1.5971 -0.036 -0.019 0.019
H 4.8288 0.2821 0.9706 0.056 -0.021 0.030
H -3.1908 5.7359 -0.5914 0.013 -0.006 -0.022
H 6.3830 -0.4299 0.5480 0.019 -0.015 -0.022
H -2.0644 0.5189 1.9414 -0.127 0.560 -0.111
C -3.3368 3.6415 -0.1229 -0.029 0.055 -0.096
H -0.0153 -2.1037 -2.1493 0.478 -0.184 -0.329
C -4.2905 2.8736 1.9470 -0.155 -0.004 0.064
C 3.7578 -3.1821 -2.4336 -0.125 0.104 -0.037
C -5.7058 2.7171 1.4193 0.034 0.004 -0.140
O 1.6775 -2.6357 -1.2270 0.737 -0.063 -0.730
```
Positions in Å, forces in eV/Å.


# 3
Entry from the Open Molecules 2025 dataset: a 2-piece molecular cluster, C8H13N2O2 overall at a distorted geometry (ωB97M-V/def2-TZVPD).

Output
Kohn-Sham gap (spin up / spin down) = 7.53 / 7.57 eV
LUMO (spin up / spin down) = -6.6666 / -6.6216 eV
relative energy (zero: lowest compared OMol25 entry of this formula, charge and spin) = 7.761 eV
calculated total energy = -15568.4755 eV
HOMO (spin up / spin down) = -14.2 / -14.2 eV
2S+1 = 1
net charge = +1

Geometry as XYZ:
```
25
Properties=species:S:1:pos:R:3:forces:R:3
H -3.3917 -2.2816 -0.7873 0.181 1.084 1.402
C -1.7317 -1.2117 -0.0833 0.727 1.927 -0.821
C 1.8479 -0.0272 -1.4237 -3.817 0.414 0.966
N -2.0604 2.5273 0.0345 -1.780 -0.404 -0.117
N 1.6877 0.3154 0.0203 -3.592 1.213 -1.913
H 2.2648 2.3037 -0.0477 0.350 0.412 -1.529
H -3.6588 -0.9948 0.6054 -0.655 -0.197 -0.209
C 1.7509 -0.8018 0.8431 1.437 -4.299 1.881
H 1.1001 -1.6495 0.5677 -0.096 0.937 -0.232
C -3.0192 -1.7374 0.1561 -1.684 -4.156 0.947
H 1.6355 -0.7048 1.9503 0.207 0.795 -1.032
C -2.6381 1.3411 -0.0914 -0.783 -0.599 1.451
O -0.7422 -1.8352 -0.3346 1.034 -0.742 -0.279
O -0.6888 2.2849 0.0843 0.853 0.229 -0.618
C -1.6820 0.2676 -0.0619 1.107 0.783 -0.783
H 1.3286 -0.9571 -1.4639 0.703 -1.278 -0.683
H 1.1666 0.5799 -2.0127 0.254 0.594 0.026
H -2.8381 -2.6053 0.9190 -0.651 1.416 -1.232
H 2.8002 0.1551 -1.7577 2.479 -0.367 -0.604
C -0.5583 1.0292 -0.0989 2.776 -1.365 1.217
H 3.6076 1.0938 0.4605 -1.282 0.306 -0.659
C 2.5062 1.3762 0.4151 1.716 1.961 2.307
H 2.7664 -1.3127 0.6436 -0.939 0.944 0.462
H -3.7503 1.1243 0.0418 1.635 1.106 -0.636
H 2.2971 1.7206 1.4216 -0.180 -0.714 0.686
```
Positions in Å, forces in eV/Å.


# 4
Entry from the Open Molecules 2025 dataset: C11H19NOPSr as an isolated structure at a distorted geometry (ωB97M-V/def2-TZVPD).

Output
Kohn-Sham gap = 3.12 eV
LUMO = 2.3025 eV
relative energy (zero: lowest compared OMol25 entry of this formula, charge and spin) = 0.000 eV
calculated total energy = -25373.8451 eV
HOMO = -0.8 eV
2S+1 = 1
net charge = -1

Geometry as XYZ:
```
34
Properties=species:S:1:pos:R:3:forces:R:3
H -0.3364 -4.0578 1.5803 0.004 0.434 0.248
H 1.3771 -3.7871 3.2723 -0.035 0.106 -0.171
C -0.6846 -3.7985 2.6088 -0.844 -0.066 0.029
C -1.1976 1.5271 -0.2053 1.645 0.527 -0.683
H -1.2549 -3.0936 6.5894 0.044 0.013 -0.098
H -3.3051 -2.9400 5.4781 0.122 -0.048 -0.206
H 1.0511 1.0722 -0.4649 -0.185 0.290 -0.088
C -1.0960 3.4983 -1.4095 0.307 -0.778 0.396
H 3.9745 -2.0868 -0.4207 -0.615 0.114 -0.272
N -2.6347 -2.6112 3.5349 -0.890 -0.434 0.685
C -1.7751 -2.7528 2.5369 0.675 1.586 -2.171
H 0.5902 -2.2014 3.4182 0.046 -0.607 0.049
H -1.1283 -4.7361 2.9741 0.278 0.127 0.120
H 0.9486 -3.2980 5.6251 -0.070 -0.032 -0.116
H -3.4338 -2.0000 3.3614 0.585 -0.086 0.166
H -1.0139 -1.7739 5.4577 -0.029 -0.207 -0.089
H -1.3913 4.4287 -1.8902 0.062 -0.178 0.086
P 2.7044 -1.7868 -1.0366 1.240 -0.341 -0.874
H -2.5197 -4.3482 4.7359 -0.054 0.213 0.122
H 1.0953 3.3810 -1.8805 -0.189 -0.098 0.103
H -0.0402 -4.6728 5.1393 0.031 0.168 -0.058
C -1.9569 2.6308 -0.6756 0.753 -0.193 -0.113
H -1.5655 0.6942 0.4069 0.026 0.358 -0.209
O -1.8072 -1.9388 1.5423 -0.624 -1.776 1.896
Sr 0.3822 -1.5343 0.8230 0.165 0.846 -0.590
C -2.4629 -3.2558 4.8531 -0.065 0.113 -0.493
C 0.0939 -3.5900 5.0004 0.133 0.207 -0.033
C 0.4286 -3.2989 3.5291 -0.059 -0.251 0.723
H -3.0201 2.7870 -0.5011 0.213 -0.036 -0.039
C -1.1446 -2.8633 5.5209 -0.130 -0.016 0.398
H 2.7274 -2.8795 -1.9740 -0.030 0.476 0.480
H 3.2011 -0.7979 -1.9544 -0.009 -0.129 0.100
C 0.2186 2.9441 -1.4045 -0.591 -0.299 0.322
C 0.1959 1.7295 -0.6686 -1.907 -0.002 0.378
```
Positions in Å, forces in eV/Å.


> What is the calculated total energy in the third record?

-15568.4755 eV


> Among the records above, which one has the lowest relative energy (zero: lowest compared OMol25 entry of this formula, charge and spin)?

C11H19NOPSr